ORCA calculation (the ωB97M-V functional and the def2-TZVPD basis) on the molecule C5H10O2.

Properties
- Gap between HOMO and LUMO: 10.97 eV
- Lowest unoccupied orbital energy: 0.92 eV
- E_tot: -9441.8347 eV
- SMILES string: CC[C@@H](O)CC=O
- Relative energy (zero: lowest compared OMol25 entry of this formula, charge and spin): 27.9 kcal per mole
- Charge: 0
- HOMO level: -10.06 eV

The geometry in XYZ format:
```
17
Properties=species:S:1:pos:R:3:forces:R:3:mulliken_charge:R:1
C 1.12184 0.75965 -1.95080 0.0 0.0 0.0 -1.23
C 1.05425 0.04587 -0.60384 0.0 0.0 0.0 -0.41
C -0.22303 0.39588 0.16713 0.2 0.1 0.2 -0.06
O -1.39499 0.17921 -0.59287 -0.1 -0.2 -0.1 -0.60
C -0.31518 -0.33328 1.51306 0.0 0.0 -0.1 -0.81
C -0.56018 -1.81537 1.40212 -0.1 -0.2 -0.3 0.08
O -0.74687 -2.41299 0.36238 0.1 0.3 0.5 -0.51
H 2.08218 0.58124 -2.44578 -0.2 0.0 0.1 0.37
H 0.32157 0.41319 -2.61083 0.1 0.1 0.1 0.29
H 1.00018 1.84241 -1.82704 0.0 -0.1 0.0 0.31
H 1.10514 -1.03978 -0.75408 0.0 0.1 0.0 0.29
H 1.91882 0.32230 0.01558 -0.1 0.0 -0.1 0.34
H -0.21071 1.47521 0.36680 0.0 -0.1 0.0 0.43
H -1.43204 -0.77532 -0.75591 -0.1 0.1 0.0 0.42
H -1.14663 0.07461 2.10586 0.1 -0.1 -0.1 0.32
H 0.58841 -0.18319 2.12088 -0.1 0.0 -0.1 0.38
H -0.58311 -2.36568 2.36702 0.0 0.0 -0.1 0.38
```
Forces are in eV/Å.